Formula: C4H13NP
Source: the Open Molecules 2025 dataset
Level of theory: ωB97M-V with the def2-TZVPD basis set

Results
LUMO level   -2.84 eV
Highest occupied orbital energy   -14.0 eV

```
! wB97M-V def2-TZVPD RIJCOSX def2/J DEFGRID3
* xyz 1 1
C 2.36 -0.13 0.30
N 1.08 -0.73 0.24
P -0.38 0.00 -0.15
C -0.67 1.54 0.98
C -1.53 -1.32 0.38
C -0.56 0.34 -1.94
H 3.16 -0.56 -0.24
H 2.42 0.87 -0.05
H 2.83 -0.20 1.24
H 0.94 -1.48 0.87
H 0.19 2.10 1.10
H -1.04 1.01 1.98
H -1.49 2.04 0.58
H -1.48 -2.27 -0.22
H -2.61 -1.01 0.24
H -1.40 -1.50 1.37
H -0.39 -0.58 -2.35
H 0.17 1.08 -2.29
H -1.61 0.80 -2.04
*
```

Formula: C4H13O4
Source: the Open Molecules 2025 dataset
Level of theory: ωB97M-V with the def2-TZVPD basis set

Results
LUMO level   3.72 eV
Highest occupied orbital energy   -4.3 eV

```
! wB97M-V def2-TZVPD RIJCOSX def2/J DEFGRID3
* xyz -1 1
C 1.83 -0.25 1.13
O 2.33 -1.55 0.86
C 1.40 0.60 -0.05
C 0.23 0.06 -0.88
C -0.12 1.16 -1.93
O -0.76 -0.43 -0.06
H 2.69 0.15 1.69
H 1.10 -0.28 1.95
H 1.16 1.57 0.48
H 2.17 1.26 -0.43
H 0.83 -0.69 -1.43
H -1.19 1.18 -2.16
H 0.40 0.82 -2.86
H 0.06 2.22 -1.70
H -2.51 -1.98 -0.29
H -2.21 -0.69 -0.72
H 1.90 -2.11 0.22
O -3.06 -1.28 -0.68
H -0.71 1.19 2.06
H -1.22 1.01 0.64
O -1.29 1.63 1.45
*
```

Formula: C4H14ClN2Si
Source: the Open Molecules 2025 dataset
Level of theory: ωB97M-V with the def2-TZVPD basis set

Results
LUMO level   -3.45 eV
Highest occupied orbital energy   -13.2 eV

```
! wB97M-V def2-TZVPD RIJCOSX def2/J DEFGRID3
* xyz 1 1
C -2.11 -0.14 -0.52
C 1.34 -1.84 1.38
C -1.18 -1.17 -1.08
C 1.27 1.60 0.92
N 0.13 -0.54 -1.32
N 1.10 2.29 -0.31
Si 1.77 -0.21 0.43
Cl 3.46 -0.05 -0.69
H -1.51 0.37 0.32
H -2.39 0.61 -1.31
H -3.03 -0.59 -0.12
H 0.51 -2.30 0.95
H 2.02 -2.55 1.11
H 1.07 -1.92 2.46
H -1.07 -2.05 -0.41
H -1.49 -1.38 -2.02
H 0.38 1.59 1.45
H 2.10 2.07 1.49
H 0.67 -1.22 -1.84
H 2.02 2.63 -0.66
H 0.00 0.24 -1.90
H 0.54 3.13 -0.29
*
```

Formula: C4H14N
Source: the Open Molecules 2025 dataset
Level of theory: ωB97M-V with the def2-TZVPD basis set

Results
LUMO level   -4.02 eV
Highest occupied orbital energy   -13.1 eV

```
! wB97M-V def2-TZVPD RIJCOSX def2/J DEFGRID3
* xyz 1 1
C 0.41 -1.43 -3.57
C -0.86 -2.19 -3.18
H 1.33 -1.87 -4.06
H 0.11 -0.45 -4.12
H 0.86 -0.91 -2.74
H -0.55 -3.23 -2.81
H -1.51 -2.55 -3.96
H -1.47 -1.67 -2.40
C 0.04 0.58 1.47
C -0.39 1.17 2.78
N 0.69 2.09 3.27
H -0.81 -0.08 1.03
H 0.94 -0.16 1.43
H 0.14 1.31 0.73
H -0.59 0.47 3.52
H -1.27 1.90 2.53
H 0.54 3.10 2.97
H 0.82 2.10 4.31
H 1.58 1.82 2.80
*
```

Formula: C4H14N
Source: the Open Molecules 2025 dataset
Level of theory: ωB97M-V with the def2-TZVPD basis set

Results
LUMO level   -4.00 eV
Highest occupied orbital energy   -14.8 eV

```
! wB97M-V def2-TZVPD RIJCOSX def2/J DEFGRID3
* xyz 1 1
C -0.87 -2.16 2.34
N -0.35 -1.95 0.94
H -1.15 -1.20 2.75
H -0.11 -2.59 2.98
H -1.78 -2.76 2.24
H 0.33 -2.59 0.54
H -1.17 -2.02 0.32
H -0.05 -0.99 0.73
C 0.55 1.09 -2.40
C -0.10 1.69 -1.16
C 0.81 1.72 0.07
H 0.75 0.02 -2.32
H -0.10 1.26 -3.24
H 1.46 1.61 -2.69
H -0.49 2.68 -1.36
H -0.97 1.09 -0.87
H 1.61 2.46 0.03
H 1.24 0.74 0.24
H 0.22 2.01 0.93
*
```

Formula: C4H14N
Source: the Open Molecules 2025 dataset
Level of theory: ωB97M-V with the def2-TZVPD basis set

Results
LUMO level   -3.61 eV
Highest occupied orbital energy   -15.5 eV

```
! wB97M-V def2-TZVPD RIJCOSX def2/J DEFGRID3
* xyz 1 1
C -2.35 0.82 0.48
N -1.00 1.35 0.02
H -2.13 -0.01 1.10
H -2.91 1.67 1.01
H -2.86 0.57 -0.38
H -0.43 0.60 -0.31
H -0.43 1.79 0.75
H -1.09 2.05 -0.71
C 1.87 0.31 -0.09
C 1.10 -0.94 0.39
C 0.58 -1.81 -0.77
H 2.87 0.00 -0.39
H 2.00 1.06 0.74
H 1.42 0.71 -0.98
H 0.23 -0.63 1.07
H 1.75 -1.57 1.05
H -0.18 -2.52 -0.38
H 0.12 -1.15 -1.49
H 1.42 -2.30 -1.33
*
```

Formula: C4H14N
Source: the Open Molecules 2025 dataset
Level of theory: ωB97M-V with the def2-TZVPD basis set

Results
<S²>   0.75
LUMO level (spin up / spin down)   -7.84 / -15.38 eV
Highest occupied orbital energy (spin up / spin down)   -20.9 / -20.9 eV

```
! wB97M-V def2-TZVPD RIJCOSX def2/J DEFGRID3
* xyz 2 2
C -1.44 -0.34 2.01
C -0.33 -0.32 0.80
C -0.67 -1.63 0.15
N -0.48 0.86 -0.10
H -1.07 0.52 2.61
H -2.44 -0.23 1.59
H -1.38 -1.25 2.59
H 0.66 -0.22 1.23
H -1.64 -1.72 -0.35
H -0.53 -2.48 0.82
H 0.14 -1.64 -0.67
H -0.42 1.74 0.42
H 0.29 0.88 -0.82
H -1.38 0.87 -0.60
C 2.12 1.00 -1.93
H 2.85 0.43 -2.50
H 2.38 2.05 -1.99
H 2.24 0.67 -0.89
H 1.13 0.82 -2.37
*
```

Formula: C4H14N
Source: the Open Molecules 2025 dataset
Level of theory: ωB97M-V with the def2-TZVPD basis set

Results
<S²>   0.75
LUMO level (spin up / spin down)   -7.66 / -15.55 eV
Highest occupied orbital energy (spin up / spin down)   -20.7 / -20.7 eV

```
! wB97M-V def2-TZVPD RIJCOSX def2/J DEFGRID3
* xyz 2 2
C 0.50 -2.05 0.60
C -0.67 -2.27 -0.26
H 1.21 -1.45 -0.02
H 0.30 -1.53 1.55
H 1.06 -3.00 0.94
H -1.24 -3.12 0.27
H -1.43 -1.50 0.00
H -0.32 -2.47 -1.27
C 0.37 1.64 -0.74
C 0.85 2.31 0.55
N -0.95 0.90 -0.43
H 0.16 2.28 -1.60
H 1.06 0.88 -1.12
H 1.40 1.53 1.09
H -0.04 2.52 1.15
H -1.77 1.51 -0.36
H -1.17 0.23 -1.16
H -0.80 0.42 0.46
H 1.49 3.16 0.35
*
```

Formula: C4H14N2
Source: the Open Molecules 2025 dataset
Level of theory: ωB97M-V with the def2-TZVPD basis set

Results
LUMO level   0.99 eV
Highest occupied orbital energy   -8.5 eV

```
! wB97M-V def2-TZVPD RIJCOSX def2/J DEFGRID3
* xyz 0 1
C 3.48 0.24 1.62
C 2.17 -0.16 0.89
N 2.18 -0.20 -0.58
H 4.14 -0.63 1.80
H 3.17 0.56 2.61
H 4.10 1.03 1.23
H 1.29 0.40 1.23
H 1.94 -1.13 1.31
H 3.14 -0.22 -0.90
H 1.77 0.69 -0.88
C -2.19 -0.71 0.10
N -2.92 -0.62 -1.17
C -3.35 0.72 -1.56
H -1.24 -0.18 0.11
H -2.06 -1.74 0.42
H -2.84 -0.22 0.81
H -2.35 -1.05 -1.90
H -2.65 1.29 -2.35
H -4.32 0.58 -2.11
H -3.46 1.35 -0.68
*
```

Formula: C4H14N2
Source: the Open Molecules 2025 dataset
Level of theory: ωB97M-V with the def2-TZVPD basis set

Results
LUMO level   1.17 eV
Highest occupied orbital energy   -8.5 eV

```
! wB97M-V def2-TZVPD RIJCOSX def2/J DEFGRID3
* xyz 0 1
C 1.15 0.51 1.86
C 2.37 0.29 1.00
N 2.54 -1.13 0.75
H 0.25 0.11 1.39
H 1.00 1.57 2.06
H 1.20 0.01 2.83
H 3.24 0.70 1.53
H 2.33 0.78 0.03
H 3.44 -1.33 0.36
H 2.35 -1.63 1.61
C -1.19 -0.91 -1.09
N -1.60 0.49 -0.96
C -2.76 0.81 -1.78
H -1.65 -1.33 -1.99
H -1.54 -1.51 -0.26
H -0.12 -0.95 -1.18
H -1.77 0.79 -0.01
H -3.68 0.32 -1.45
H -2.95 1.87 -1.89
H -2.58 0.53 -2.82
*
```